# C5H11N

A gas-phase ion, C5H11N (charge +1) in a non-equilibrium geometry (wB97M-V/def2-TZVPD, OMol25).

XYZ file:
```
17
C5H11N (wB97M-V/def2-TZVPD)
N 1.02 0.04 0.60
C -0.90 1.18 -0.77
C 0.65 0.75 -0.75
C -2.14 -0.20 0.90
C 1.77 -1.20 0.44
C -1.74 -0.01 -0.35
H 1.26 -2.04 -0.10
H 2.14 -1.62 1.41
H 1.72 0.70 1.09
H -2.76 -1.07 1.14
H 2.72 -1.04 -0.11
H -1.27 1.12 -1.80
H -2.06 -0.61 -1.20
H -1.50 0.13 1.85
H -0.96 2.05 -0.10
H 1.24 1.73 -0.64
H 0.81 0.07 -1.62
```

## Properties
Net charge = +1
Energy relative to the best compared isomer or geometry (same formula, charge and spin) = 3.8512 eV
Gap between HOMO and LUMO (spin up / spin down) = 0.37927 / 0.19763 Ha
2S+1 = 2
Lowest unoccupied orbital energy (spin up / spin down) = -0.12664 / -0.30678 Eh

Electronic structure analysis, Löwdin charges in units of e:
1 N 0.11
2 C -0.15
3 C -0.08
4 C 0.01
5 C -0.06
6 C -0.23
7 H 0.12
8 H 0.12
9 H 0.19
10 H 0.06
11 H 0.13
12 H 0.12
13 H 0.11
14 H 0.12
15 H 0.12
16 H 0.16
17 H 0.14

---

# C5H40N3O13

14 unconnected molecules or ions with the total composition C5H40N3O13 in a non-equilibrium geometry (wB97M-V/def2-TZVPD, OMol25).

XYZ file:
```
61
C5H40N3O13 (wB97M-V/def2-TZVPD)
O 0.23 2.16 -2.68
O -3.49 1.53 1.85
O 0.15 -2.60 -3.45
O -1.47 4.23 1.23
O -1.92 -4.25 -1.89
O 1.77 -3.64 -1.33
O 1.06 2.60 -0.16
O -0.49 1.73 2.15
O 1.53 -0.34 -3.70
O 1.26 3.55 2.95
O 3.57 2.03 -2.30
O -3.62 -0.27 -2.07
O -1.25 0.02 -3.16
N 2.89 1.21 1.68
N -2.97 -1.06 1.31
N 1.82 -0.60 1.09
C -1.05 -1.74 2.70
C -1.51 -0.97 1.39
C 0.38 -1.28 2.98
C 3.06 0.04 1.34
C 1.43 -1.74 1.95
H 1.06 2.16 -3.12
H -3.30 -1.16 0.35
H -0.11 2.53 1.64
H 3.83 2.89 -2.01
H -1.13 0.03 1.57
H 2.30 -2.29 2.31
H 1.74 -0.80 -2.91
H -0.92 -1.49 0.63
H -3.32 -1.83 1.83
H -1.77 -1.47 3.50
H -1.12 4.37 0.38
H -2.03 -5.20 -1.56
H -0.76 4.56 1.73
H -0.01 3.04 -2.41
H 0.01 -3.02 -2.58
H 0.97 -2.35 1.16
H -1.17 -2.81 2.53
H 0.95 2.45 -1.13
H -1.05 2.11 2.82
H -3.45 -0.14 1.60
H -2.58 1.45 1.60
H -2.51 -4.01 -2.53
H -4.01 -0.39 -2.90
H 0.34 -0.19 2.98
H 1.67 2.02 0.26
H -0.81 -0.79 -3.49
H 3.62 1.85 1.92
H 1.15 3.50 3.93
H 4.13 1.60 -2.98
H 4.00 -0.50 1.20
H -0.60 0.73 -3.28
H -3.86 1.93 1.09
H 1.59 2.70 2.60
H 1.15 0.16 1.17
H -2.77 -0.05 -2.47
H 2.32 -3.92 -2.06
H 0.92 -3.10 -3.61
H 0.74 -1.56 3.98
H 1.51 -0.89 -4.50
H 1.90 -2.71 -1.12
```

## Properties
Net charge = +2
Energy relative to the best compared isomer or geometry (same formula, charge and spin) = 2.2300 eV
Gap between HOMO and LUMO (spin up / spin down) = 0.33846 / 0.16266 Ha
2S+1 = 2
Lowest unoccupied orbital energy (spin up / spin down) = -0.23349 / -0.40929 Eh

Electronic structure analysis, Löwdin charges in units of e:
1 O -0.01
2 O 0.02
3 O -0.05
4 O 0.00
5 O -0.04
6 O -0.03
7 O -0.05
8 O -0.13
9 O -0.03
10 O -0.07
11 O -0.06
12 O -0.06
13 O -0.07
14 N 0.23
15 N 0.20
16 N 0.20
17 C -0.13
18 C -0.15
19 C -0.14
20 C -0.14
21 C -0.09
22 H 0.04
23 H 0.15
24 H 0.05
25 H 0.03
26 H 0.07
27 H 0.15
28 H 0.00
29 H 0.12
30 H 0.15
31 H 0.14
32 H 0.02
33 H 0.10
34 H 0.01
35 H 0.08
36 H 0.02
37 H 0.14
38 H 0.13
39 H 0.01
40 H 0.07
41 H 0.13
42 H 0.00
43 H -0.02
44 H 0.01
45 H 0.09
46 H -0.04
47 H 0.03
48 H 0.13
49 H 0.09
50 H 0.06
51 H 0.17
52 H 0.00
53 H 0.07
54 H -0.01
55 H 0.12
56 H -0.04
57 H 0.06
58 H 0.02
59 H 0.14
60 H 0.07
61 H 0.02

---

# C5H4N2O4

C5H4N2O4 in the gas phase in a non-equilibrium geometry (wB97M-V/def2-TZVPD, OMol25).

XYZ file:
```
15
C5H4N2O4 (wB97M-V/def2-TZVPD)
O -0.23 -0.56 0.02
O -2.36 -2.05 -0.38
O 2.02 -1.96 0.12
O -3.52 -0.44 0.51
N 2.76 -0.81 0.14
N -2.51 -0.93 0.03
C 0.00 1.69 -0.07
C 0.69 0.49 0.02
C -1.35 1.29 -0.08
C -1.39 -0.06 -0.12
C 2.09 0.25 0.03
H 2.76 -2.58 0.13
H 0.42 2.82 0.01
H -2.08 1.90 -0.19
H 2.69 0.94 -0.18
```

## Properties
Energy relative to the best compared isomer or geometry (same formula, charge and spin) = 7.0317 eV
Gap between HOMO and LUMO = 0.31031 Ha
Lowest unoccupied orbital energy = -0.02612 Eh

Electronic structure analysis, Löwdin charges in units of e:
1 O 0.15
2 O 0.13
3 O -0.02
4 O 0.11
5 N 0.02
6 N -0.33
7 C 0.04
8 C -0.17
9 C 0.03
10 C -0.25
11 C -0.09
12 H 0.11
13 H 0.18
14 H 0.06
15 H 0.05

---

# C32H59N10O2

A molecular structure, C32H59N10O2 in a non-equilibrium geometry (wB97M-V/def2-TZVPD, OMol25).

XYZ file:
```
103
C32H59N10O2 (wB97M-V/def2-TZVPD)
O 2.77 -2.78 -3.84
O -2.75 1.07 -3.19
N 1.10 -1.34 0.47
N 3.82 -1.76 6.84
N -4.85 -1.81 1.16
N -1.21 -1.31 1.10
N 4.85 -2.39 -1.07
N 3.20 -6.89 -1.42
N -0.24 -2.81 -0.51
N 0.99 -2.94 -1.01
N -1.18 5.25 1.38
N -1.12 6.96 1.91
C 3.94 -6.26 -0.81
C -4.79 -1.46 2.25
C 1.46 -3.26 -3.50
C 0.60 2.59 -1.64
C 1.53 -3.83 -2.05
C -4.72 -1.01 3.65
C -3.58 5.05 0.26
C -1.72 3.19 -4.01
C -3.14 -4.24 0.98
C 1.88 2.71 -0.75
C -1.14 -0.24 2.11
C -2.44 0.11 -4.19
C -2.24 5.15 0.87
C -0.83 9.57 1.80
C 1.78 -1.87 5.19
C 4.88 -5.44 -0.02
C 0.28 3.90 -2.45
C 1.58 3.11 0.75
C 2.06 1.95 1.70
C 2.92 -1.81 6.12
C -1.28 3.96 -2.71
C 0.91 1.21 2.47
C 1.83 -2.06 -0.43
C -0.98 8.10 1.87
C 6.53 -0.92 0.31
C -0.19 -1.78 0.41
C -3.02 2.36 -3.75
C -1.89 -6.07 -0.21
C 5.59 -1.74 -0.47
C -1.39 -3.63 -0.90
C -1.76 -4.59 0.32
C -0.42 1.06 1.62
H -3.06 -3.51 1.81
H -1.07 1.95 1.82
H 1.23 -4.12 -4.18
H 2.51 3.52 -1.21
H -2.12 -1.75 0.96
H 1.28 -2.84 5.29
H -2.19 0.04 2.37
H 1.07 -1.08 5.42
H -0.52 9.86 0.79
H -2.29 -3.03 -1.14
H -4.14 -1.73 4.24
H -0.30 2.35 -1.05
H -0.07 9.90 2.51
H -1.78 10.05 2.03
H 0.53 3.44 0.92
H -3.59 2.27 -4.71
H 2.13 -1.76 4.17
H 4.42 -5.14 0.92
H 2.59 -4.01 -1.80
H -0.90 2.54 -4.37
H 0.76 1.80 -2.41
H 6.78 -0.02 -0.26
H 5.79 -6.01 0.18
H 2.71 2.42 2.48
H -2.87 -6.15 -0.73
H 2.91 -1.90 -0.59
H -3.70 2.88 -3.03
H -5.72 -0.94 4.07
H -0.70 -0.62 3.06
H -1.34 0.09 -4.35
H -3.89 6.02 -0.14
H -3.57 4.31 -0.55
H 5.14 -4.54 -0.59
H -2.91 0.32 -5.18
H 2.71 1.20 1.20
H -3.85 -3.90 0.20
H -3.55 -5.17 1.43
H -0.94 -4.55 1.07
H 0.96 -4.79 -2.04
H 1.26 0.16 2.62
H 6.07 -0.62 1.25
H 7.43 -1.48 0.51
H -1.91 -6.81 0.62
H -4.30 4.73 1.02
H 0.53 4.79 -1.84
H 0.67 -2.49 -3.65
H 2.23 3.98 0.97
H 2.66 -1.97 -4.35
H -2.84 -0.88 -3.87
H -1.11 -4.33 -1.72
H 0.73 1.64 3.48
H 0.85 3.89 -3.40
H 2.51 1.79 -0.83
H -1.09 -6.32 -0.95
H -1.59 5.03 -2.75
H -0.11 1.01 0.56
H -2.00 3.96 -4.76
H -4.23 -0.04 3.71
H -1.84 3.51 -1.86
```

## Properties
Net charge = +1
Gap between HOMO and LUMO = 0.27641 Ha
Lowest unoccupied orbital energy = -0.07239 Eh

Atom charges from the Löwdin analysis, given in e for atoms 1 to 99:
1 O -0.07
2 O -0.21
3 N 0.18
4 N 0.13
5 N 0.15
6 N 0.11
7 N 0.14
8 N 0.13
9 N 0.03
10 N -0.03
11 N 0.04
12 N 0.08
13 C -0.28
14 C -0.26
15 C -0.20
16 C -0.21
17 C -0.07
18 C -0.05
19 C -0.07
20 C -0.15
21 C -0.11
22 C -0.20
23 C -0.15
24 C -0.12
25 C -0.25
26 C -0.05
27 C -0.08
28 C -0.07
29 C -0.19
30 C -0.19
31 C -0.20
32 C -0.28
33 C -0.21
34 C -0.21
35 C -0.02
36 C -0.14
37 C -0.03
38 C -0.28
39 C -0.23
40 C -0.08
41 C -0.21
42 C -0.05
43 C -0.36
44 C -0.16
45 H 0.05
46 H 0.11
47 H 0.13
48 H 0.11
49 H 0.11
50 H 0.08
51 H 0.10
52 H 0.07
53 H 0.08
54 H 0.14
55 H 0.09
56 H 0.09
57 H 0.08
58 H 0.08
59 H 0.08
60 H 0.12
61 H 0.07
62 H 0.08
63 H 0.11
64 H 0.11
65 H 0.10
66 H 0.09
67 H 0.09
68 H 0.10
69 H 0.09
70 H 0.10
71 H 0.12
72 H 0.09
73 H 0.12
74 H 0.08
75 H 0.08
76 H 0.05
77 H 0.03
78 H 0.09
79 H 0.09
80 H 0.07
81 H 0.09
82 H 0.14
83 H 0.12
84 H 0.06
85 H 0.09
86 H 0.09
87 H 0.09
88 H 0.08
89 H 0.11
90 H 0.12
91 H 0.11
92 H 0.09
93 H 0.09
94 H 0.12
95 H 0.11
96 H 0.11
97 H 0.09
98 H 0.07
99 H 0.11

---

# C41H37FN2O5S2

A molecular structure, C41H37FN2O5S2 in a non-equilibrium geometry (wB97M-V/def2-TZVPD, OMol25).

XYZ file:
```
88
C41H37FN2O5S2 (wB97M-V/def2-TZVPD)
S 0.01 -3.64 1.36
S 1.85 -3.31 -0.96
F -0.69 -3.73 -1.21
O 2.14 -4.72 -0.73
O 2.84 4.98 -0.52
O 0.81 -2.70 2.12
O -1.39 -3.85 1.67
O 2.72 -2.29 -0.42
N 0.35 2.47 -0.52
N 1.02 4.26 0.71
C 2.51 0.36 0.22
C -5.22 -1.88 0.89
C 0.14 -3.01 -0.37
C -1.77 4.81 0.15
C 1.90 -1.86 -4.76
C 1.45 3.09 -1.27
C -4.61 -0.76 1.47
C 4.09 2.15 0.51
C -4.44 -2.72 0.08
C -1.37 3.72 0.84
C 2.01 -7.73 1.94
C 0.81 -5.24 1.59
C 3.74 0.53 2.28
C 2.68 -6.56 2.33
C -4.02 5.04 1.23
C 1.90 -4.28 -4.88
C -2.46 -1.30 0.40
C -5.22 5.73 1.36
C 2.78 -0.11 1.50
C 1.91 -1.92 -3.36
C 1.85 -3.17 -2.74
C 3.09 1.54 -0.25
C 0.73 -7.64 1.40
C -3.10 -2.45 -0.13
C 1.88 4.24 -0.36
C 2.08 -5.32 2.16
C -0.10 1.23 -0.80
C -5.50 6.85 0.56
C -4.56 7.27 -0.39
C 1.22 5.16 1.82
C 1.89 -4.35 -3.49
C -0.77 0.44 0.14
C -3.27 -0.49 1.26
C -3.06 5.46 0.28
C 2.60 2.14 -1.55
C 0.11 -6.40 1.25
C 0.03 3.19 0.74
C 1.89 -3.03 -5.52
C -1.12 -0.91 0.05
C 4.42 1.64 1.77
C -3.35 6.58 -0.54
H 1.96 -1.02 -2.75
H 1.91 -5.20 -5.45
H 2.60 -4.40 2.45
H 0.19 -8.54 1.08
H 2.23 -0.98 1.88
H -2.81 0.37 1.75
H 1.90 -5.31 -2.98
H 1.87 -2.98 -6.60
H 2.50 -8.70 2.05
H -3.80 4.18 1.86
H -4.89 -3.61 -0.37
H -1.07 5.25 -0.57
H -2.61 6.90 -1.27
H 3.97 0.14 3.27
H -5.95 5.40 2.10
H 1.90 -0.89 -5.24
H 1.48 4.59 2.73
H -6.44 7.39 0.67
H -1.04 0.99 1.05
H -6.28 -2.09 1.05
H 0.11 0.87 -1.81
H -2.05 3.14 1.48
H 3.69 -6.62 2.75
H 0.31 5.73 2.01
H 1.03 3.54 -2.19
H 1.81 -0.17 -0.41
H 3.40 2.74 -2.00
H 0.23 2.54 1.62
H 2.28 1.38 -2.26
H 2.04 5.84 1.57
H -5.20 -0.09 2.11
H -0.31 -1.79 -0.37
H 4.59 3.03 0.11
H -0.89 -6.31 0.83
H 5.20 2.13 2.36
H -2.54 -3.11 -0.79
H -4.77 8.13 -1.03
```

## Properties
Energy relative to the best compared isomer or geometry (same formula, charge and spin) = 3.6078 eV
Gap between HOMO and LUMO = 0.21690 Ha
Lowest unoccupied orbital energy = -0.05217 Eh

Electronic structure analysis, Löwdin charges in units of e:
1 S 0.72
2 S 0.73
3 F -0.06
4 O -0.31
5 O 0.08
6 O -0.32
7 O -0.29
8 O -0.30
9 N 0.01
10 N -0.04
11 C -0.06
12 C -0.06
13 C -0.44
14 C -0.03
15 C -0.07
16 C -0.16
17 C -0.08
18 C -0.04
19 C -0.06
20 C -0.02
21 C -0.08
22 C -0.29
23 C -0.08
24 C -0.07
25 C -0.03
26 C -0.07
27 C -0.20
28 C -0.08
29 C -0.06
30 C -0.05
31 C -0.26
32 C -0.21
33 C -0.07
34 C -0.02
35 C -0.40
36 C -0.06
37 C -0.03
38 C -0.08
39 C -0.08
40 C -0.01
41 C -0.05
42 C -0.07
43 C -0.01
44 C -0.22
45 C -0.08
46 C -0.06
47 C -0.23
48 C -0.07
49 C 0.02
50 C -0.08
51 C -0.04
52 H 0.09
53 H 0.11
54 H 0.12
55 H 0.10
56 H 0.08
57 H 0.10
58 H 0.12
59 H 0.11
60 H 0.10
61 H 0.10
62 H 0.11
63 H 0.13
64 H 0.11
65 H 0.10
66 H 0.10
67 H 0.10
68 H 0.10
69 H 0.10
70 H 0.09
71 H 0.11
72 H 0.15
73 H 0.10
74 H 0.11
75 H 0.09
76 H 0.17
77 H 0.08
78 H 0.13
79 H 0.16
80 H 0.11
81 H 0.10
82 H 0.10
83 H 0.01
84 H 0.11
85 H 0.12
86 H 0.10
87 H 0.10
88 H 0.10

---

# C3H4N4O

C3H4N4O in the gas phase in a non-equilibrium geometry (wB97M-V/def2-TZVPD, OMol25).

XYZ file:
```
12
C3H4N4O (wB97M-V/def2-TZVPD)
O 2.06 0.10 0.71
N -0.20 0.04 -0.05
N 0.27 -0.37 -1.31
N -1.31 0.50 1.68
N -1.43 0.22 0.41
C -0.63 -0.51 -2.22
C -0.01 0.54 2.06
C 0.71 0.19 0.94
H 0.38 0.94 3.03
H -1.74 -0.31 -1.96
H 2.17 -0.42 -0.08
H -0.28 -0.92 -3.20
```

## Properties
Energy relative to the best compared isomer or geometry (same formula, charge and spin) = 3.1918 eV
Gap between HOMO and LUMO = 0.34865 Ha
Lowest unoccupied orbital energy = 0.00494 Eh

Electronic structure analysis, Löwdin charges in units of e:
1 O 0.08
2 N -0.14
3 N 0.05
4 N 0.00
5 N 0.02
6 C 0.00
7 C -0.08
8 C -0.31
9 H 0.13
10 H 0.10
11 H 0.08
12 H 0.08